Computed, not measured: C19H23N5O4PdS2 as an isolated structure, with ωB97M-V with the def2-TZVPD basis set.

XYZ file:
```
54
Properties=species:S:1:pos:R:3:lowdin_spin:R:1
Pd 0.38 0.62 1.04 1.343
O -1.13 -0.97 1.43 0.282
N -0.96 -1.59 2.56 0.104
C -1.19 -2.92 2.61 -0.025
C -1.12 -3.57 3.83 0.116
C -0.82 -2.86 5.00 -0.018
C -0.56 -1.52 4.93 0.077
C -0.60 -0.86 3.68 0.076
S -0.23 0.76 3.44 0.635
H -1.40 -3.38 1.66 -0.001
H -1.30 -4.63 3.85 0.006
H -0.77 -3.38 5.95 -0.002
H -0.31 -0.94 5.80 0.003
N -3.98 -1.93 -5.20 0.268
C -2.98 -1.95 -4.33 0.126
C -1.64 -2.17 -4.77 0.129
C -0.63 -2.21 -3.86 0.006
C -0.92 -2.03 -2.50 0.255
C -2.23 -1.78 -2.04 0.008
C -3.26 -1.73 -2.94 0.123
S 0.40 -2.17 -1.30 0.010
O 1.54 -2.61 -2.04 0.025
O -0.15 -2.98 -0.26 0.020
N 0.61 -0.70 -0.72 0.157
C 1.27 0.26 -1.47 0.012
N 1.77 1.19 -0.64 0.107
C 2.41 2.23 -1.18 0.010
C 2.59 2.30 -2.54 0.010
C 2.00 1.30 -3.31 0.001
N 1.31 0.29 -2.79 0.013
H -3.81 -2.09 -6.19 0.005
H -4.93 -1.79 -4.92 0.005
H -1.46 -2.33 -5.83 0.004
H 0.39 -2.38 -4.16 -0.003
H -2.41 -1.65 -0.98 -0.003
H -4.28 -1.56 -2.62 0.004
H 2.78 2.98 -0.49 0.001
H 3.15 3.11 -2.99 0.001
H 2.06 1.34 -4.39 0.000
C 3.15 1.46 2.70 0.010
C 2.43 2.78 2.59 0.006
O 1.22 2.63 1.80 0.080
C 0.53 3.88 1.63 0.005
C -0.68 3.67 0.74 0.000
H 4.14 1.62 3.14 0.001
H 3.29 1.01 1.72 0.000
H 2.62 0.76 3.34 0.007
H 3.06 3.53 2.09 0.002
H 2.15 3.18 3.57 0.001
H 1.23 4.60 1.18 0.002
H 0.24 4.26 2.61 0.001
H -0.39 3.33 -0.25 0.000
H -1.21 4.61 0.63 0.000
H -1.37 2.95 1.18 0.001
```

Output
max |F|	0.52	eV/Å
relative energy (zero: lowest compared OMol25 entry of this formula, charge and spin)	122.7	kJ/mol
highest occupied orbital energy (spin up / spin down)	-14.32 / -14.32	eV
net charge	+2
Kohn-Sham gap (spin up / spin down)	8.8 / 5.5	eV
multiplicity	5
expectation value of S²	6.08
electronic energy	-2236.10361	Ha

Computed, not measured: one molecule with the formula C19H23NO4S2, with ωB97M-V with the def2-TZVPD basis set.

XYZ file:
```
49
Properties=species:S:1:pos:R:3:nbo_charge:R:1
C -2.54 2.93 -1.16 -0.611
C -1.97 2.80 -2.57 -0.413
C -2.00 1.36 -3.07 -0.061
O -0.94 0.66 -2.44 -0.516
C -0.76 -0.66 -2.73 0.309
C -1.59 -1.43 -3.52 -0.294
C -1.32 -2.77 -3.73 -0.180
C -0.20 -3.36 -3.16 -0.243
C 0.65 -2.59 -2.38 -0.169
C 0.38 -1.26 -2.15 -0.119
C 1.35 -0.40 -1.41 0.676
O 2.44 -0.15 -1.88 -0.613
N 0.94 0.11 -0.21 -0.439
C -0.27 -0.35 0.45 -0.293
C -0.01 -1.54 1.32 -0.195
C 1.01 -2.44 1.25 -0.278
C 0.91 -3.46 2.23 -0.252
C -0.18 -3.32 3.02 -0.410
S -1.11 -1.93 2.60 0.434
C 1.79 1.11 0.41 -0.065
C 2.27 0.76 1.84 -0.429
C 1.23 1.16 2.87 -0.664
S 0.35 2.56 2.11 2.147
O -1.06 2.27 2.03 -0.956
O 0.72 3.80 2.75 -0.938
C 1.12 2.47 0.46 -0.667
H -2.45 3.96 -0.82 0.217
H -3.60 2.66 -1.16 0.204
H -2.02 2.29 -0.46 0.215
H -0.94 3.15 -2.59 0.208
H -2.55 3.41 -3.26 0.209
H -1.85 1.33 -4.16 0.181
H -2.96 0.90 -2.83 0.172
H -2.46 -0.99 -3.99 0.222
H -1.98 -3.36 -4.35 0.216
H 0.01 -4.40 -3.34 0.217
H 1.54 -3.03 -1.96 0.219
H -1.00 -0.62 -0.31 0.243
H -0.70 0.47 1.03 0.253
H 1.80 -2.39 0.53 0.226
H 1.62 -4.26 2.33 0.226
H -0.50 -3.94 3.83 0.237
H 2.67 1.14 -0.25 0.276
H 2.51 -0.30 1.90 0.245
H 3.19 1.33 2.01 0.225
H 0.51 0.38 3.08 0.252
H 1.67 1.51 3.80 0.257
H 1.83 3.28 0.41 0.257
H 0.35 2.58 -0.30 0.261
```

Output
max |F|	0.73	eV/Å
relative energy (zero: lowest compared OMol25 entry of this formula, charge and spin)	1.7	kJ/mol
highest occupied orbital energy	-8.85	eV
Kohn-Sham gap	9.5	eV
electronic energy	-1889.89282	Ha
SMILES string	CCCOc1ccccc1C(=O)N(Cc1cccs1)[C@@H]1CCS(=O)(=O)C1

Computed, not measured: one molecule with the formula C19H23NO5 in a non-equilibrium geometry, with ωB97M-V with the def2-TZVPD basis set.

XYZ file:
```
48
Properties=species:S:1:pos:R:3:nbo_charge:R:1
C -4.39 -2.84 2.09 -0.639
C -4.95 -2.98 0.68 -0.061
O -5.54 -1.79 0.20 -0.497
C -4.75 -0.75 -0.20 0.284
C -5.43 0.42 -0.54 -0.239
C -4.74 1.53 -0.98 -0.222
C -3.35 1.50 -1.09 0.248
O -2.77 2.66 -1.55 -0.485
C -1.37 2.72 -1.66 -0.107
C -0.68 2.63 -0.33 0.270
C -1.10 2.99 0.92 -0.311
C -0.03 2.68 1.79 -0.222
C 0.96 2.15 1.01 0.147
C 2.30 1.66 1.40 0.624
O 2.68 1.64 2.55 -0.621
N 3.06 1.26 0.35 -0.603
C 4.32 0.59 0.53 -0.245
C 4.21 -0.89 0.15 0.090
C 5.56 -1.62 0.23 -0.431
C 6.07 -1.53 -1.21 -0.432
C 4.76 -1.63 -1.99 -0.063
O 3.77 -1.00 -1.20 -0.545
O 0.56 2.12 -0.29 -0.409
C -2.67 0.34 -0.76 -0.234
C -3.37 -0.78 -0.32 -0.298
H -3.60 -2.10 2.13 0.213
H -3.99 -3.80 2.43 0.214
H -5.18 -2.53 2.77 0.215
H -4.17 -3.33 -0.01 0.167
H -5.76 -3.71 0.67 0.192
H -6.50 0.44 -0.45 0.225
H -5.26 2.44 -1.24 0.223
H -1.17 3.69 -2.12 0.215
H -0.99 1.93 -2.32 0.192
H -2.05 3.41 1.18 0.240
H 0.01 2.81 2.85 0.243
H 2.63 1.17 -0.56 0.412
H 4.59 0.70 1.58 0.238
H 5.07 1.08 -0.10 0.191
H 3.45 -1.36 0.79 0.186
H 5.41 -2.66 0.52 0.213
H 6.23 -1.14 0.95 0.221
H 6.55 -0.57 -1.39 0.203
H 6.76 -2.33 -1.46 0.220
H 4.48 -2.69 -2.14 0.163
H 4.79 -1.13 -2.96 0.188
H -1.60 0.28 -0.83 0.212
H -2.80 -1.66 -0.07 0.215
```

Output
max |F|	1.27	eV/Å
relative energy (zero: lowest compared OMol25 entry of this formula, charge and spin)	185.2	kJ/mol
highest occupied orbital energy	-7.97	eV
Kohn-Sham gap	8.7	eV
electronic energy	-1168.74100	Ha
SMILES string	CCOc1ccc(OCc2ccc(C(=O)NC[C@@H]3CCCO3)o2)cc1

Computed, not measured: one molecule with the formula C19H24BrNO4, with ωB97M-V with the def2-TZVPD basis set.

XYZ file:
```
49
Properties=species:S:1:pos:R:3:nbo_charge:R:1
C 1.80 2.39 -2.18 -0.248
O 1.57 1.11 -1.64 -0.494
C 0.44 0.45 -2.02 0.243
C -0.59 0.99 -2.76 -0.283
C -1.69 0.21 -3.12 -0.223
C -1.77 -1.12 -2.76 -0.016
C -2.93 -1.97 -3.18 -0.408
C -3.71 -2.51 -1.98 -0.212
N -4.23 -1.41 -1.18 -0.642
C -4.51 -1.73 0.20 -0.236
C -3.21 -1.74 1.03 0.074
O -3.47 -2.09 2.37 -0.702
C -2.50 -0.39 0.89 -0.109
O -1.16 -0.53 1.28 -0.513
C -0.35 0.56 1.23 0.405
C -0.75 1.83 0.82 -0.326
C 0.16 2.87 0.82 -0.185
C 1.47 2.68 1.20 -0.286
C 1.86 1.40 1.59 -0.032
Br 3.66 1.10 2.10 0.047
C 0.97 0.35 1.63 -0.308
C -0.74 -1.66 -2.00 -0.329
C 0.36 -0.90 -1.62 0.345
O 1.40 -1.36 -0.88 -0.499
C 1.31 -2.64 -0.31 -0.256
H 2.78 2.68 -1.81 0.202
H 1.81 2.37 -3.27 0.176
H 1.06 3.11 -1.84 0.173
H -0.56 2.02 -3.08 0.219
H -2.49 0.66 -3.70 0.206
H -3.60 -1.39 -3.81 0.203
H -2.57 -2.82 -3.76 0.213
H -3.05 -3.10 -1.35 0.187
H -4.51 -3.18 -2.33 0.175
H -5.04 -1.01 -1.64 0.364
H -5.01 -2.70 0.33 0.182
H -5.16 -0.95 0.60 0.190
H -2.53 -2.52 0.67 0.183
H -3.99 -1.39 2.78 0.461
H -2.57 -0.08 -0.16 0.222
H -3.01 0.36 1.52 0.165
H -1.76 2.01 0.49 0.223
H -0.16 3.86 0.51 0.215
H 2.19 3.49 1.20 0.226
H 1.27 -0.63 1.94 0.235
H -0.79 -2.70 -1.72 0.214
H 2.22 -2.76 0.28 0.202
H 0.43 -2.73 0.33 0.183
H 1.29 -3.42 -1.08 0.173
```

Output
max |F|	0.73	eV/Å
relative energy (zero: lowest compared OMol25 entry of this formula, charge and spin)	5.6	kJ/mol
highest occupied orbital energy	-7.82	eV
Kohn-Sham gap	8.5	eV
electronic energy	-3668.09762	Ha
SMILES string	COc1ccc(CCNC[C@H](O)COc2cccc(Br)c2)cc1OC